Density functional theory data (the ωB97M-V functional and the def2-TZVPD basis) for a cluster of 2 separate species, C8H9N in total at a distorted geometry.

```
18
Properties=species:S:1:pos:R:3:forces:R:3:nbo_charge:R:1
N 1.0864 2.4449 0.7300 -0.642 -0.957 -1.195 -0.61
C 1.4115 0.1429 -0.1783 2.120 -4.743 -1.463 -0.05
C 1.9134 -1.1958 0.2160 0.480 -1.020 1.240 -0.42
C 1.9469 -0.7889 -1.2324 0.646 0.364 -0.478 -0.42
C 1.1813 1.3128 0.2251 -1.708 6.417 2.400 0.40
C -1.8871 -0.0952 -0.3495 2.208 -0.359 0.704 -0.38
C -0.8062 0.2245 1.9501 2.955 -0.069 3.830 -0.26
C -3.2019 0.0131 -0.5873 -1.736 0.002 -0.470 -0.44
C -1.2516 0.1664 0.8387 -1.937 -0.154 -3.255 -0.01
H 2.8602 -1.2201 0.8349 -1.072 0.046 -0.906 0.24
H -4.0246 0.1596 0.1245 0.830 0.233 -0.105 0.20
H 1.1694 -1.1714 -1.8247 -1.221 -0.831 -0.581 0.23
H 0.0021 0.4720 2.6131 -0.548 0.099 0.263 0.23
H 2.8338 -0.7322 -1.9372 -0.665 0.703 1.599 0.25
H 0.2096 3.0097 0.6256 1.161 -0.715 0.146 0.41
H -1.1241 -0.5530 -1.0017 -0.984 0.158 -0.512 0.21
H 1.1673 -1.9799 0.5344 0.736 1.031 -0.380 0.25
H -3.4863 -0.2094 -1.5815 -0.621 -0.205 -0.838 0.18
```
Forces are in eV/Å.

Properties
relative energy (zero: lowest compared OMol25 entry of this formula, charge and spin)	78.7	kcal/mol
DFT total energy	-9920.83612	eV
gap between HOMO and LUMO (alpha / beta)	0.141 / 0.162	hartree
E_HOMO (alpha / beta)	-4.0 / -7.8	eV
total charge	0
spin multiplicity	3